{
  "formula": "C22H25NO4PSTeV",
  "method": "ωB97M-V/def2-TZVPD",
  "elements": ["H", "C", "C", "H", "C", "H", "C", "H", "C", "H", "H", "C", "C", "C", "H", "O", "V", "H", "H", "C", "H", "H", "H", "H", "H", "Te", "H", "C", "C", "O", "H", "N", "H", "H", "P", "C", "O", "C", "C", "C", "O", "C", "H", "H", "C", "H", "C", "H", "S", "H", "C", "C", "H", "H", "C", "C"],
  "xyz": [[1.1169, -0.3874, -2.7272], [0.0011, 4.4815, 2.5226], [-2.9593, -3.3751, 4.0381], [-7.2882, 0.9843, -0.1512], [0.3518, 2.0948, 1.6167], [-1.3998, -3.4520, -0.4689], [-3.7881, -4.0727, 1.8911], [2.6093, -3.1441, -0.1732], [-4.8690, -0.2485, -2.1764], [2.2434, -2.2242, -1.6354], [0.2996, 4.1910, 3.5226], [-3.5110, -4.3538, 3.2240], [2.1954, -2.2063, -0.5447], [-0.3943, 5.7785, 2.2210], [-2.2648, -1.3490, 4.1637], [0.5462, 2.6832, -1.9604], [-0.6227, 0.0066, -0.4650], [-5.4216, 0.9467, 1.4613], [1.2776, -1.9838, 2.2931], [-6.1134, 0.2180, -1.7752], [2.8056, -1.3818, -0.1782], [-3.7391, -2.6053, 0.3304], [0.1370, -4.2977, -0.7388], [0.3465, 0.9522, -2.7016], [-0.3988, 6.5301, 3.0007], [-2.4448, 0.0776, 1.4479], [-2.7510, -3.5842, 5.0805], [0.0095, 3.5515, 1.5029], [-3.5022, -2.8186, 1.3650], [-1.5917, 1.8938, -1.0542], [-2.8751, -0.6926, -1.5912], [0.4206, 1.5153, 0.3214], [-1.1016, 5.4697, -1.1018], [-4.7113, -0.5750, -3.1960], [0.4707, -2.0065, 0.0275], [-0.7934, 5.2038, -0.0989], [0.2493, -0.0114, -2.5386], [-0.3894, -3.3509, -0.8629], [-2.6822, -2.1151, 3.5205], [-0.3835, 3.9229, 0.2223], [0.4307, 1.4801, 2.6372], [-6.3139, 0.6347, -0.4661], [-6.9285, 0.2597, -2.4865], [-4.2374, -4.8292, 1.2577], [-4.0231, 0.1364, 0.0477], [-3.7344, -5.3326, 3.6289], [-5.2665, 0.6056, 0.4465], [-1.0962, 7.1505, 0.7264], [-0.2645, 2.4984, -0.7838], [-0.3825, -2.5894, 2.2206], [0.5899, -2.6211, 1.7344], [-0.7885, 6.1340, 0.9318], [0.9634, -3.6462, 1.7406], [-0.4507, -3.1192, -1.9274], [-3.8296, -0.2943, -1.2623], [-2.9453, -1.8461, 2.1831]],
  "atomic_forces_ev_per_a": [[0.0, -0.1, 0.1], [0.0, 0.0, 0.1], [0.0, 0.0, 0.0], [0.0, 0.0, 0.0], [-0.3, 0.3, -0.9], [0.0, 0.0, 0.0], [0.0, 0.0, 0.0], [0.0, 0.0, 0.0], [-0.1, 0.0, 0.0], [0.0, 0.0, 0.0], [0.0, 0.0, -0.1], [0.0, 0.0, 0.0], [0.0, 0.0, 0.0], [0.0, 0.1, 0.0], [0.0, 0.0, 0.0], [-0.1, 0.1, 0.0], [0.3, -0.4, -1.1], [0.0, 0.0, 0.0], [0.0, 0.0, 0.0], [0.0, 0.0, 0.0], [0.0, 0.0, 0.0], [0.0, 0.0, 0.0], [0.0, 0.0, 0.0], [0.0, -0.1, -0.2], [0.0, 0.0, 0.0], [-0.8, -0.3, 0.4], [0.0, 0.0, 0.0], [0.0, 0.0, -0.2], [0.0, -0.1, 0.0], [0.4, 0.3, -0.2], [0.1, 0.0, 0.0], [-0.2, 0.5, 0.3], [0.0, 0.0, 0.0], [0.0, 0.0, 0.0], [0.3, -0.9, 0.3], [0.0, -0.1, 0.0], [-0.3, 0.4, 0.5], [0.0, 0.0, 0.0], [0.0, 0.0, 0.0], [0.0, 0.0, 0.1], [0.4, -0.4, 0.5], [0.0, 0.0, 0.0], [0.0, 0.0, 0.0], [0.0, 0.0, 0.0], [0.1, 0.0, 0.0], [0.0, 0.0, 0.0], [-0.1, 0.0, -0.1], [0.0, 0.0, 0.0], [0.2, 0.4, 0.2], [0.0, 0.0, 0.0], [0.0, 0.1, 0.0], [0.0, 0.0, 0.0], [0.0, 0.0, 0.0], [0.0, 0.0, 0.0], [-0.1, 0.0, 0.1], [0.1, 0.1, 0.1]],
  "mulliken_spin": [0.002, 0.000, 0.000, 0.000, -0.011, -0.001, 0.000, -0.001, 0.006, 0.000, 0.000, 0.000, -0.001, 0.000, 0.000, 0.002, 1.033, 0.000, 0.001, 0.000, -0.001, 0.002, 0.000, 0.002, 0.000, -0.016, 0.000, -0.003, -0.001, 0.001, 0.001, -0.005, 0.000, 0.000, -0.042, 0.002, 0.003, 0.005, -0.002, 0.004, -0.002, 0.000, 0.000, 0.000, -0.007, 0.000, -0.001, 0.000, 0.002, -0.003, 0.020, 0.000, 0.000, 0.000, 0.007, 0.001],
  "orbital_gap_ha": [0.2971, 0.2834],
  "spin_multiplicity": 2,
  "charge": 1,
  "de_lowest_kcal_mol": 0.00,
  "e_homo_ev": [-10.99, -10.45],
  "e_tot_ev": -85998.566
}